{"formula": "C27H58FN2O17P2S3", "method": "ωB97M-V/def2-TZVPD", "elements": ["H", "H", "O", "H", "C", "H", "O", "H", "C", "H", "C", "C", "O", "C", "O", "C", "H", "C", "P", "C", "C", "O", "H", "H", "H", "H", "C", "H", "C", "H", "O", "H", "O", "H", "H", "H", "O", "O", "H", "H", "C", "H", "C", "F", "C", "H", "H", "H", "H", "O", "N", "H", "H", "H", "H", "S", "C", "C", "C", "C", "H", "H", "C", "H", "H", "S", "O", "H", "C", "H", "H", "H", "H", "H", "P", "H", "H", "H", "O", "C", "H", "H", "C", "H", "C", "H", "H", "H", "H", "H", "C", "H", "O", "O", "O", "H", "H", "H", "O", "H", "C", "S", "H", "H", "C", "O", "C", "H", "H", "N"], "coordinates": [[4.85, -2.23, 0.40], [-3.53, 0.23, 0.27], [2.94, -0.36, 1.94], [4.87, 4.50, 3.42], [-3.34, 2.11, -3.12], [2.45, 3.35, 2.05], [-1.62, 4.03, -0.80], [8.52, 2.01, 3.76], [3.12, -0.92, 4.35], [-5.46, -4.46, -0.35], [8.79, 4.40, 2.85], [-6.65, -2.03, -5.98], [-5.16, -4.79, -2.38], [6.68, 2.97, 0.17], [-5.99, -6.74, -1.61], [2.37, -1.14, 2.99], [6.80, 3.38, 3.00], [2.95, 1.25, 5.83], [2.91, 2.55, 4.40], [4.68, -1.47, -0.37], [-6.42, -0.80, -0.71], [-5.19, -0.31, -0.79], [1.26, 0.19, 4.97], [2.22, -0.20, 1.33], [-4.40, -1.16, 0.94], [1.30, -0.90, 3.14], [2.27, -0.07, 5.35], [7.43, 1.11, 1.87], [9.13, 2.08, 2.83], [5.16, 5.38, 0.91], [-9.05, -2.71, -8.39], [1.48, -3.84, -3.13], [3.51, -3.41, -3.01], [3.97, 1.08, 6.23], [2.53, -5.20, -2.61], [-3.43, 2.33, -4.18], [-7.31, -2.15, -7.24], [-6.98, -1.14, 0.30], [4.33, 1.27, 3.04], [3.80, -0.88, -0.13], [-5.83, -4.12, -1.31], [5.14, 1.71, 4.45], [4.03, 4.71, 2.73], [3.66, 3.71, 5.44], [2.75, 3.84, 2.99], [-8.56, -1.38, -3.05], [3.22, -1.94, 4.79], [-2.25, 4.05, 1.19], [-2.84, 1.14, -3.00], [2.73, -3.19, -0.90], [4.47, 1.99, 3.74], [0.37, 2.49, 6.20], [2.49, -2.22, 2.71], [9.93, 1.32, 2.93], [-7.19, -1.35, -5.32], [7.06, 2.76, -1.45], [2.45, -4.33, -3.26], [-8.55, -2.65, -7.16], [-10.38, -3.22, -8.45], [-2.36, 3.00, -1.22], [2.36, 1.60, 6.71], [-0.76, 3.11, 0.87], [-5.34, -6.11, -2.39], [-4.37, -8.52, -2.69], [-5.61, -3.06, -1.41], [-0.43, 2.69, 3.59], [-9.11, -2.97, -6.15], [-5.81, -8.32, -3.72], [4.41, 4.62, 1.21], [5.54, -0.81, -0.40], [-11.06, -2.58, -7.89], [6.88, 4.82, 1.87], [2.09, -0.70, 6.25], [3.48, 4.86, 0.65], [0.84, 3.17, 5.04], [2.25, 1.58, 3.55], [-8.95, -0.74, -1.45], [-0.73, 4.88, 0.83], [-2.77, 2.10, -0.55], [-4.78, -8.02, -3.57], [-5.66, -1.62, -6.17], [-4.19, -8.31, -4.44], [8.26, 1.79, 1.54], [0.75, 4.58, 5.28], [7.41, 3.93, 2.26], [3.76, 5.78, 2.90], [-10.68, -3.23, -9.49], [-4.33, 2.07, -2.67], [1.94, 4.55, 3.29], [-5.05, 0.50, 1.13], [-1.33, 4.00, 0.61], [-6.91, -4.26, -1.39], [-2.56, 3.15, -2.54], [4.54, -2.08, -1.66], [-4.67, -6.61, -3.43], [2.54, -4.66, -4.29], [9.17, 5.22, 2.21], [-8.29, -2.40, -1.63], [-6.93, -0.86, -1.94], [4.15, -0.55, 4.20], [3.52, -2.92, -1.76], [4.92, 2.95, 0.63], [-6.54, -3.01, -5.50], [8.89, 1.32, 0.77], [-4.52, -0.18, 0.47], [9.77, 3.35, 2.76], [-8.26, -1.37, -2.01], [8.69, 4.77, 3.89], [-10.42, -4.24, -8.07], [7.76, 3.10, 1.10]], "total_charge": -1, "lumo_ev": 1.6, "homo_lumo_gap_ev": 6.0, "spin_multiplicity": 1}


{"formula": "C27H58O4P2SiSn", "method": "ωB97M-V/def2-TZVPD", "elements": ["H", "H", "H", "H", "H", "H", "H", "H", "O", "O", "H", "H", "H", "H", "H", "P", "H", "C", "H", "C", "C", "P", "H", "C", "H", "C", "H", "C", "C", "H", "H", "H", "C", "H", "C", "H", "C", "C", "H", "H", "Sn", "H", "H", "H", "H", "H", "C", "C", "C", "H", "Si", "C", "H", "H", "H", "H", "H", "C", "H", "H", "C", "H", "H", "C", "H", "H", "O", "C", "H", "C", "H", "H", "H", "C", "H", "H", "H", "H", "C", "H", "H", "C", "H", "H", "O", "H", "H", "C", "C", "H", "C", "C", "H"], "coordinates": [[2.11, -1.90, -3.29], [-1.95, -3.17, -6.35], [0.78, 3.29, 6.10], [-2.33, 3.91, 3.16], [2.08, -3.57, -5.89], [-1.45, 2.33, -7.33], [-3.56, 0.00, 6.12], [3.95, 1.47, 2.50], [1.19, 0.01, 3.87], [-1.45, 0.11, 4.44], [-2.59, 2.07, 4.86], [1.75, -3.26, -7.62], [-2.33, 3.25, 6.17], [0.29, -1.76, -8.58], [-2.79, -1.80, 2.94], [0.19, 1.04, -6.06], [-1.24, -1.16, -7.90], [-1.11, -2.22, 5.10], [4.46, -0.73, 4.16], [3.02, 0.87, 2.43], [1.68, 0.03, -2.42], [0.20, -2.06, -6.16], [1.50, 0.25, -7.96], [2.84, 1.57, 4.80], [-3.80, -2.33, 4.30], [-0.82, 3.31, 4.62], [-0.84, 0.02, -3.40], [3.37, -0.85, 4.25], [-2.13, -1.10, 4.90], [-2.61, -1.41, -1.33], [2.60, -2.04, -6.63], [2.24, 1.50, 1.97], [-0.90, -3.50, -6.40], [2.73, -0.04, -2.09], [-3.21, -1.49, 3.90], [-0.26, -1.87, 5.71], [-0.15, -1.17, -7.77], [-1.82, 2.56, 5.48], [-2.23, 1.04, -6.36], [1.35, 1.42, -0.73], [0.87, -0.74, 0.89], [0.74, -2.61, 2.84], [-2.24, -1.90, -2.99], [-0.81, 4.84, 3.07], [-3.31, -1.68, 6.61], [-3.90, -0.65, 3.73], [0.23, 4.01, 5.48], [0.83, 0.67, -1.35], [1.28, 2.49, -6.30], [-2.27, 0.60, -2.57], [-0.26, 0.73, 3.48], [2.62, 0.42, 3.83], [3.06, -1.69, 3.62], [3.14, -1.09, 5.29], [3.27, 0.01, 1.78], [1.30, -2.95, -1.37], [1.17, 3.15, -5.43], [-0.71, -2.32, -1.54], [-1.96, 5.13, 4.39], [-0.79, -2.73, 1.85], [1.22, -1.38, -2.89], [-1.06, -3.13, -0.90], [-1.29, 1.80, 6.09], [-2.80, -0.78, 6.24], [1.69, 0.70, -3.31], [-0.73, -2.59, 4.14], [-0.12, 2.35, 3.76], [-1.80, -1.45, -2.08], [0.53, -1.27, -3.75], [-1.52, 4.35, 3.75], [-1.09, 1.20, -0.60], [-1.59, -3.06, 5.63], [3.91, 1.85, 4.82], [1.82, -2.81, -6.63], [-0.09, 0.89, -8.49], [-0.71, -3.99, -7.36], [-1.65, 2.53, -5.56], [-0.26, 4.73, 6.15], [-1.45, 1.81, -6.37], [0.76, -3.39, 1.19], [2.33, 2.16, -6.35], [-1.35, 0.00, -2.42], [2.55, 1.30, 5.82], [-2.08, -0.47, 6.99], [-0.56, 0.40, 1.92], [0.94, 4.57, 4.86], [1.03, 3.03, -7.21], [0.60, -2.25, -1.84], [-0.53, 0.66, -1.38], [-0.72, -4.21, -5.59], [0.30, -2.61, 1.82], [0.42, 0.25, -7.75], [2.28, 2.45, 4.47]], "total_charge": 2, "lumo_ev": [-10.1, -10.1], "homo_lumo_gap_ev": [2.4, 2.2], "spin_multiplicity": 1}


{"formula": "C27H59FN2OSSi", "method": "ωB97M-V/def2-TZVPD", "elements": ["H", "H", "C", "C", "H", "H", "H", "H", "H", "C", "H", "H", "H", "H", "C", "H", "C", "H", "H", "H", "C", "H", "H", "H", "H", "Si", "H", "H", "H", "H", "C", "N", "H", "H", "C", "C", "H", "H", "O", "H", "H", "C", "C", "N", "H", "C", "H", "C", "H", "C", "C", "H", "C", "C", "H", "F", "H", "H", "H", "H", "C", "H", "C", "H", "H", "H", "H", "C", "H", "H", "H", "H", "H", "H", "C", "H", "H", "C", "H", "H", "H", "H", "C", "C", "H", "H", "S", "C", "H", "H", "C", "C"], "coordinates": [[3.42, 5.21, 1.11], [-2.16, 0.62, 6.31], [-0.27, -0.92, 2.30], [1.42, -3.47, -0.84], [2.87, -5.37, -2.13], [-4.95, 0.37, -4.87], [-3.47, -0.43, 3.74], [-1.25, 1.14, -5.05], [-2.77, -0.38, -2.88], [4.35, 5.65, 0.76], [3.80, 0.47, -0.85], [0.46, -4.00, -0.83], [2.12, -4.02, -0.21], [-0.37, 2.57, -3.46], [0.76, 0.18, 2.48], [2.23, 4.46, -0.71], [1.00, -4.25, -5.71], [3.42, 2.58, 0.41], [-1.78, -0.58, 8.73], [3.37, 1.26, -2.36], [2.34, -4.76, -2.87], [-1.24, -0.47, 2.54], [-1.08, -0.54, -3.28], [1.25, -2.91, -2.92], [-2.56, -2.26, 5.35], [1.22, -1.72, -0.16], [0.57, 1.34, -2.61], [1.15, -0.81, -1.32], [2.40, 3.67, -2.26], [5.31, 3.80, 0.21], [-0.28, 2.02, -2.52], [1.94, -3.48, -6.14], [-3.88, 0.40, 7.74], [-4.84, -0.75, 8.63], [5.05, 4.76, -0.26], [-0.35, -1.52, 0.88], [4.04, 5.48, -2.01], [-1.43, 0.76, -1.22], [-0.21, -3.62, -5.71], [4.12, 6.63, 0.32], [-5.42, 2.00, -4.39], [2.99, 2.46, -0.59], [-3.78, -1.62, 6.99], [1.34, -2.26, -6.45], [-2.43, -0.13, -5.28], [-1.90, 0.18, -3.23], [-2.89, -0.05, 9.98], [2.90, 3.81, -1.29], [-1.08, -0.96, 0.29], [-3.88, -0.62, 8.14], [-2.27, -0.14, 5.52], [-2.38, 1.95, -2.07], [-3.29, 1.76, -4.73], [-4.65, 1.24, -4.28], [-0.68, -1.66, -6.27], [0.59, 1.14, 1.48], [2.45, -1.35, 0.58], [4.83, 3.93, -2.23], [2.87, -2.76, -2.29], [-4.64, 0.93, -3.23], [4.23, 4.51, -1.52], [-3.02, 2.64, -4.14], [-1.55, 1.25, -2.19], [-2.76, -1.77, 9.59], [3.03, -4.60, -3.71], [-3.13, 1.26, 4.10], [-4.66, -1.50, 6.34], [1.98, -3.40, -2.27], [4.99, 5.82, 1.63], [-1.31, -0.16, 4.99], [-1.65, -1.78, 6.76], [0.19, -4.96, -3.17], [0.99, -6.50, -2.92], [-0.08, -1.69, 3.05], [-2.51, -1.51, 6.15], [6.01, 5.22, -0.54], [-0.77, -2.53, 0.98], [1.11, -5.52, -3.38], [1.98, 2.07, -0.44], [-4.33, 0.39, 5.05], [-3.36, 2.10, -5.76], [-0.04, 2.74, -1.74], [0.10, -2.40, -6.17], [-2.76, -0.76, 9.17], [1.79, -0.19, 2.41], [4.84, 1.73, -1.50], [1.13, -5.89, -5.16], [-2.17, 0.71, -4.64], [0.64, 0.67, 3.45], [-3.85, -2.63, 7.39], [3.80, 1.43, -1.37], [-3.36, 0.30, 4.55]], "lumo_ev": 0.5, "homo_lumo_gap_ev": 10.0, "spin_multiplicity": 1, "smiles": "FCCC[SiH2]CCCCSc1nnco1.CCCCCC.CCCCCC.CCCCCC"}


{"formula": "C27H59HfN2O13", "method": "ωB97M-V/def2-TZVPD", "elements": ["C", "C", "N", "H", "H", "C", "H", "H", "C", "O", "C", "H", "H", "H", "C", "H", "H", "H", "O", "H", "C", "H", "H", "O", "H", "H", "C", "H", "O", "H", "H", "H", "C", "O", "Hf", "H", "C", "O", "H", "C", "H", "H", "H", "O", "C", "H", "H", "H", "H", "C", "C", "H", "H", "O", "H", "H", "H", "O", "H", "O", "C", "H", "H", "H", "H", "H", "H", "H", "C", "O", "H", "C", "H", "C", "C", "H", "H", "H", "C", "H", "C", "C", "C", "H", "H", "H", "C", "H", "H", "O", "H", "N", "H", "O", "H", "C", "H", "C", "H", "H", "H", "C"], "coordinates": [[7.09, -2.40, 2.27], [-3.09, 2.40, 2.68], [0.46, -6.46, 1.74], [-0.68, -1.50, 2.46], [-0.38, 4.93, 4.40], [0.35, -0.49, -0.61], [-3.28, -0.85, -3.55], [-5.17, 3.06, 2.58], [0.66, -4.31, -2.56], [-3.61, 1.36, -1.26], [-3.05, -2.54, -1.74], [3.10, -1.70, 0.95], [-0.15, -4.60, -1.89], [-2.15, 2.62, 2.18], [-0.83, -5.64, 1.83], [-0.58, -2.38, 0.91], [-0.57, 5.02, -0.49], [-4.86, 0.71, -2.80], [0.31, -0.29, -4.00], [4.28, 3.58, 0.28], [-0.34, -0.23, 0.73], [-2.64, -3.05, -0.87], [-3.05, 2.82, 3.69], [-4.76, 2.09, 0.83], [1.30, -1.00, -0.50], [3.52, -1.60, -1.39], [4.13, 2.50, 0.26], [0.23, 0.47, 1.33], [4.68, -0.75, 0.13], [-2.24, -2.63, -2.46], [0.59, -4.96, -3.43], [5.19, -3.31, 0.73], [-2.68, 2.50, -1.42], [-3.37, -1.20, -1.41], [-4.06, -0.08, 0.64], [-6.82, 2.04, 0.51], [1.59, -0.86, -3.67], [0.55, -2.93, -2.83], [-4.21, 3.96, 1.53], [4.84, -2.77, 1.61], [-3.21, 3.27, -1.98], [-0.28, -1.22, -1.13], [-0.53, 1.53, -3.75], [-3.35, 0.95, 2.72], [4.13, -1.44, 1.17], [1.93, -0.58, -2.67], [-6.19, 3.64, 0.39], [4.81, -0.57, -1.89], [5.12, -2.21, -1.33], [-1.48, 5.69, 1.30], [0.26, 4.03, 1.28], [1.09, 3.46, 3.12], [1.35, -2.90, -4.70], [-1.73, 0.05, 0.61], [1.17, 1.45, -3.40], [7.32, -1.42, 1.85], [-5.75, 2.44, -0.86], [5.74, -2.50, 2.69], [1.57, -4.60, -2.03], [4.30, 2.06, -2.15], [4.54, -1.31, -1.14], [-2.35, 2.98, -0.50], [2.32, -0.31, -4.27], [7.80, -2.54, 3.09], [-1.99, -0.13, -2.79], [0.83, 3.33, 0.69], [-2.09, 6.39, 0.74], [-1.58, -6.19, 2.39], [0.41, 1.11, -4.10], [2.64, 1.31, -1.05], [0.38, 0.37, -1.27], [-1.48, 5.65, 2.66], [-1.78, 2.31, -2.00], [-3.80, 0.90, -2.63], [-0.58, 4.87, 3.34], [-3.69, 1.61, -3.45], [-2.17, 6.32, 3.16], [-1.21, -5.37, 0.84], [-3.03, -0.38, -2.60], [4.12, -3.45, 2.06], [-2.52, 0.38, 3.84], [-4.32, 2.94, 1.92], [-0.22, -1.52, 1.47], [7.35, -3.12, 1.49], [-1.47, 0.57, 3.65], [-2.69, -0.70, 3.93], [1.49, -2.41, -3.73], [0.83, -1.80, 1.60], [4.27, -0.72, 1.98], [1.32, -6.22, 0.91], [2.48, -2.77, -3.44], [3.68, 1.99, -1.09], [0.49, 1.43, -5.14], [0.59, -7.25, 2.70], [-0.69, -4.71, 2.36], [0.27, 4.02, 2.69], [5.10, 2.13, 0.61], [-0.64, 4.84, 0.57], [-2.71, 0.91, 4.77], [3.37, 2.41, 1.04], [-3.88, -3.12, -2.14], [-5.93, 2.60, 0.20]], "relative_energy_ev": 0.000, "total_charge": 3, "lumo_ev": -12.8, "homo_lumo_gap_ev": 1.5, "spin_multiplicity": 1}